117
Properties=species:S:1:pos:R:3:forces:R:3:mulliken_charge:R:1 method="wB97M-V/def2-TZVPD" total_energy_ha=-5449.40787 lumo_ev=-0.175 fmax_ev_per_a=1.61 orbital_gap_ev=5.808 e_above_lowest_kcal_mol=27.48
Au -1.1302 0.5577 -0.5201 -0.8 1.0 0.0 1.224
C -4.6254 5.1393 -1.3357 0.0 0.0 0.0 -0.636
C -3.2718 5.2121 -1.0345 0.0 0.0 0.0 -0.789
C -2.6715 4.2075 -0.2930 0.0 -0.1 0.0 0.183
C -3.4007 3.1134 0.1852 -0.1 0.0 0.1 0.210
C -4.7587 3.0606 -0.1331 0.0 0.0 0.0 -0.386
C -5.3651 4.0558 -0.8890 0.0 0.0 0.0 -0.697
Si -2.5181 1.7289 1.1308 0.2 -0.3 -0.2 0.395
C -1.7661 2.5145 2.6859 -0.1 0.0 0.0 0.152
C -1.7862 3.8807 2.9724 0.0 0.0 0.0 -0.629
C -1.2293 4.3847 4.1419 0.0 0.0 0.0 -0.694
C -0.6560 3.5275 5.0686 0.0 0.0 0.0 -0.670
C -0.6393 2.1624 4.8135 0.0 0.0 0.0 -0.604
C -1.1776 1.6735 3.6344 0.1 0.0 0.0 0.233
C -3.8337 0.5120 1.7705 0.0 0.0 0.0 0.307
C -4.2852 0.4786 3.0928 0.0 0.0 0.0 -0.297
C -5.1821 -0.4869 3.5293 0.0 0.0 0.0 -0.738
C -5.6622 -1.4456 2.6477 0.0 0.0 0.0 -0.703
C -5.2410 -1.4268 1.3254 0.0 0.0 0.0 -0.662
C -4.3349 -0.4643 0.9035 0.0 0.0 0.0 -0.004
H -5.0978 5.9214 -1.9152 0.0 0.0 0.0 0.383
H -2.6833 6.0498 -1.3868 0.0 0.0 0.0 0.429
H -1.6064 4.2621 -0.0925 0.0 0.0 0.0 0.454
H -5.3558 2.2281 0.2212 0.0 0.0 0.0 0.338
H -6.4200 3.9884 -1.1240 0.0 0.0 0.0 0.413
H -2.2558 4.5684 2.2808 0.0 0.0 0.0 0.367
H -1.2580 5.4493 4.3361 0.0 0.0 0.0 0.403
H -0.2341 3.9172 5.9862 0.0 0.0 0.0 0.357
H -0.2093 1.4816 5.5384 0.0 0.0 0.0 0.423
H -1.1487 0.6078 3.4393 0.0 -0.1 0.0 0.002
H -3.9261 1.2180 3.7981 0.0 0.0 0.0 0.419
H -5.5130 -0.4882 4.5601 0.0 0.0 0.0 0.421
H -6.3590 -2.2005 2.9887 0.0 0.0 0.0 0.374
H -5.6054 -2.1699 0.6271 0.0 0.0 0.0 0.443
H -3.9896 -0.4801 -0.1239 0.0 0.0 -0.1 0.168
C 4.8576 1.2387 -0.2867 -0.1 -0.1 0.0 -0.797
Si 4.7862 -0.6409 -0.4210 0.2 0.1 0.1 0.529
C 5.1533 -1.4014 1.2707 -0.1 0.0 0.0 -1.395
C 6.2301 -1.1471 -1.5167 -0.1 0.0 0.0 -1.056
As 2.5884 -1.2059 -1.0491 0.1 -0.2 -0.1 0.442
Si 2.6157 -0.5130 -3.2933 -0.1 0.1 -0.2 0.084
C 2.8135 1.3568 -3.2611 0.0 -0.1 0.1 -0.851
C 3.9378 -1.2434 -4.4200 0.0 0.0 0.1 -1.192
C 0.9499 -0.9305 -4.0520 0.0 0.0 0.1 -0.384
Si 2.8052 -3.5493 -1.2563 0.0 -0.1 0.1 0.390
C 1.9627 -4.2500 0.2785 0.0 0.1 0.0 -0.774
C 1.9427 -4.2093 -2.7855 0.1 0.1 0.0 -0.755
C 4.5514 -4.2425 -1.3036 0.0 0.1 0.0 -1.149
H 5.4726 1.5399 0.5637 0.1 0.0 0.0 0.456
H 3.8621 1.6675 -0.1655 0.0 0.0 0.0 -0.253
H 5.2956 1.6712 -1.1871 0.0 0.0 0.0 0.444
H 6.2154 -1.6462 1.3341 0.0 0.0 0.0 0.412
H 4.5903 -2.3206 1.4405 0.0 0.0 0.0 0.307
H 4.9210 -0.7156 2.0862 0.0 0.0 0.0 0.490
H 7.1112 -0.5902 -1.1883 0.0 0.0 0.0 0.390
H 6.0652 -0.9217 -2.5668 0.0 0.1 -0.1 0.175
H 6.4534 -2.2085 -1.4355 0.0 -0.1 0.0 0.300
H 3.8650 1.6470 -3.2563 0.0 0.0 0.0 0.342
H 2.3463 1.7723 -2.3661 0.0 0.0 0.0 -0.067
H 2.3438 1.8107 -4.1362 0.0 0.0 -0.1 0.473
H 4.8886 -0.7248 -4.3132 0.1 0.0 0.0 0.372
H 3.6229 -1.1495 -5.4613 0.0 0.0 0.0 0.407
H 4.1135 -2.3003 -4.2181 0.0 0.0 0.0 0.268
H 0.1375 -0.5720 -3.4166 0.0 0.0 0.0 -0.395
H 0.8292 -2.0050 -4.1881 0.0 -0.1 0.0 0.307
H 0.8608 -0.4547 -5.0314 0.0 0.0 0.0 0.489
H 1.1832 -3.5741 0.6312 -0.1 0.0 0.0 -0.120
H 2.6811 -4.3779 1.0901 0.0 0.0 0.0 0.399
H 1.5059 -5.2203 0.0770 0.0 -0.1 0.0 0.393
H 0.8962 -3.9223 -2.8139 -0.2 0.0 0.0 -0.024
H 1.9926 -5.3002 -2.7881 0.0 0.0 0.0 0.426
H 2.4159 -3.8467 -3.6986 0.0 0.0 0.0 0.226
H 5.1418 -3.9320 -0.4420 0.0 0.0 0.1 0.266
H 5.0812 -3.9363 -2.2054 0.0 0.0 0.0 0.275
H 4.4964 -5.3332 -1.2975 0.0 -0.1 0.0 0.401
C -3.4101 0.3408 -2.8449 0.1 -0.1 0.1 -0.208
O -2.4798 1.4044 -3.0299 0.2 0.3 0.2 -0.345
C -1.3839 1.4433 -2.2882 0.3 -0.5 -0.4 0.650
C -0.5795 2.6438 -2.6743 -0.1 0.0 0.1 -0.816
H -4.2240 0.7001 -2.2145 0.0 0.0 0.0 0.195
H -2.9160 -0.5137 -2.3769 0.0 0.1 0.0 -0.115
H -3.7924 0.0746 -3.8282 0.0 0.0 0.0 0.430
H 0.1077 2.3263 -3.4635 0.0 0.0 0.0 0.216
H 0.0214 2.9847 -1.8328 0.0 -0.1 0.0 -0.100
H -1.2039 3.4534 -3.0587 0.0 0.0 0.0 0.402
C -1.9033 -2.5536 2.5633 0.2 0.1 -0.1 -1.881
C -1.5682 -2.1754 1.1424 0.7 0.9 0.1 0.290
O -0.8058 -1.2134 0.9398 -0.7 -1.4 0.3 -0.400
C -2.1511 -2.9716 0.0305 0.0 0.0 0.0 0.528
C -3.0873 -3.9731 0.2886 0.0 0.0 0.0 -0.354
C -3.6342 -4.7079 -0.7510 0.0 0.0 0.0 -0.843
C -3.2537 -4.4453 -2.0590 0.0 0.0 0.0 -0.644
C -2.3053 -3.4634 -2.3223 0.0 0.0 0.0 -0.704
C -1.7502 -2.7367 -1.2844 0.1 0.0 0.1 -0.516
H -1.3856 -1.8721 3.2328 0.0 0.0 0.0 0.235
H -1.5992 -3.5796 2.7783 0.0 0.0 0.0 0.539
H -2.9789 -2.4723 2.7365 0.0 0.0 0.0 0.299
H -3.4011 -4.1746 1.3029 0.0 0.0 0.0 0.465
H -4.3585 -5.4828 -0.5403 0.0 0.0 0.0 0.433
H -3.6910 -5.0082 -2.8730 0.0 0.0 0.0 0.451
H -2.0036 -3.2599 -3.3412 0.0 0.0 0.0 0.484
H -0.9966 -1.9797 -1.4803 -0.1 0.0 0.0 0.805
C 1.9024 0.1250 2.5241 0.0 -0.1 -0.1 -0.327
N 2.1046 1.5614 2.4985 0.1 0.0 0.1 1.276
C 2.8557 2.1577 3.5858 0.0 0.0 0.0 -1.384
C 1.7148 2.2656 1.4116 -0.1 0.1 0.1 0.389
C 1.9255 3.7617 1.4440 0.0 0.0 0.0 -1.784
O 1.2175 1.7200 0.4353 0.0 0.1 -0.3 -0.500
H 1.5330 -0.1666 3.5076 0.0 0.0 0.1 0.559
H 2.8322 -0.4156 2.3236 -0.1 0.0 0.0 -0.113
H 1.1711 -0.1469 1.7650 0.1 0.0 0.1 -0.477
H 2.9324 1.4263 4.3880 0.0 0.0 0.0 0.389
H 2.3544 3.0379 3.9874 0.0 0.0 0.0 0.342
H 3.8689 2.4347 3.2811 0.0 0.0 0.0 0.277
H 2.9887 3.9977 1.3711 0.0 0.0 0.0 0.382
H 1.5358 4.2079 2.3580 0.0 0.0 0.0 0.382
H 1.4111 4.1872 0.5869 0.0 0.0 0.0 0.257

---

111
Properties=species:S:1:pos:R:3:forces:R:3:mulliken_charge:R:1 method="wB97M-V/def2-TZVPD" total_energy_ha=-2779.33542 lumo_ev=2.533 fmax_ev_per_a=0.52 total_charge=-1 orbital_gap_ev=4.317 e_above_lowest_kcal_mol=0.00
Cd 2.3852 -0.8636 0.5674 0.1 0.0 -0.2 1.192
C 1.6602 0.2500 4.1543 0.0 0.1 0.0 -1.422
Si 0.8930 -0.1707 2.4580 0.1 -0.2 0.1 0.920
C -0.4101 -1.5191 2.8839 0.0 0.0 0.1 0.994
C -0.4669 -2.0525 4.1773 0.0 0.0 0.0 -0.630
C -1.4058 -3.0051 4.5456 0.0 0.0 0.0 -0.775
C -2.3453 -3.4331 3.6215 0.0 0.0 0.0 -1.058
C -2.3104 -2.9213 2.3334 0.0 0.0 0.0 -0.581
C -1.3412 -1.9969 1.9413 -0.1 0.0 0.0 0.025
P -1.2613 -1.3330 0.2195 0.1 0.0 0.0 0.657
C -3.0637 -0.9780 -0.0729 0.0 0.0 0.0 -0.384
C -3.4885 0.1508 0.8743 0.0 0.0 0.0 0.046
C -4.9432 0.5582 0.6576 0.0 0.0 0.0 -1.375
C -5.1933 0.9611 -0.7932 0.0 0.0 0.0 -0.586
C -4.7774 -0.1583 -1.7436 0.0 0.0 0.0 -1.253
C -3.3186 -0.5529 -1.5207 0.0 0.0 0.0 0.397
C -0.9120 -2.8651 -0.7911 0.0 0.0 0.0 -0.010
C -0.3746 -2.4538 -2.1689 0.0 0.1 0.0 0.367
C 0.0680 -3.6620 -2.9863 0.0 0.0 0.0 -0.821
C -1.0477 -4.6928 -3.1195 0.0 0.0 0.0 -0.858
C -1.5510 -5.1131 -1.7428 0.0 0.0 0.0 -0.877
C -2.0240 -3.9053 -0.9330 0.0 0.0 0.0 -0.258
C -0.2138 1.3649 2.1168 0.0 0.0 -0.1 0.453
C -1.1945 1.6523 3.0717 0.0 0.0 0.0 -0.799
C -2.0652 2.7217 2.9404 0.0 0.0 0.0 -1.105
C -1.9716 3.5375 1.8225 0.0 0.0 0.0 -1.245
C -0.9989 3.2837 0.8678 0.0 0.0 0.0 -0.122
C -0.1089 2.2113 0.9927 0.0 0.0 0.0 1.020
P 1.2800 1.8630 -0.1769 0.0 0.1 -0.1 -0.525
C 2.5319 3.1563 0.2931 0.0 0.0 0.0 -0.117
C 3.0401 2.8928 1.7304 0.0 0.0 0.0 -0.627
C 2.4282 3.8734 2.7247 0.0 0.0 0.0 -0.052
C 2.8829 5.3095 2.4178 0.0 0.0 0.0 -1.017
C 3.0925 5.5237 0.9089 0.0 0.0 0.0 -1.091
C 2.1449 4.6311 0.1102 0.0 0.0 0.0 -0.405
C 0.8458 2.3479 -1.9267 0.0 0.0 0.0 0.253
C 0.3136 1.0732 -2.6143 0.0 0.0 0.0 0.381
C -0.3384 1.3875 -3.9559 0.0 0.0 0.0 -1.407
C -1.5914 2.2647 -3.7696 0.0 0.0 0.0 -0.746
C -1.4847 3.1287 -2.5049 0.0 0.0 0.0 0.287
C -0.0358 3.5590 -2.2949 0.0 0.0 0.0 -1.761
H 0.9146 0.4772 4.9230 0.0 0.0 0.0 0.404
H 2.3097 1.1241 4.0579 0.0 0.0 0.0 0.163
H 2.2811 -0.5758 4.5101 0.0 0.0 0.0 0.415
H 0.2371 -1.7094 4.9254 0.0 0.0 0.0 0.333
H -1.4144 -3.3963 5.5565 0.0 0.0 0.0 0.385
H -3.1024 -4.1573 3.8985 0.0 0.0 0.0 0.417
H -3.0664 -3.2452 1.6302 0.0 0.0 0.0 0.105
H -3.6744 -1.8654 0.1356 0.0 0.0 0.0 0.918
H -2.8389 1.0175 0.6964 0.0 0.0 0.0 -0.616
H -3.3278 -0.1444 1.9131 0.0 0.0 0.0 0.588
H -5.2029 1.3793 1.3315 0.0 0.0 0.0 0.434
H -5.5978 -0.2833 0.9151 0.0 0.0 0.0 0.385
H -4.6050 1.8581 -1.0205 0.0 0.0 0.0 0.188
H -6.2442 1.2227 -0.9452 0.0 0.0 0.0 0.439
H -4.9288 0.1467 -2.7830 0.0 0.0 0.0 0.438
H -5.4175 -1.0326 -1.5747 0.0 0.0 0.0 0.383
H -2.6782 0.3078 -1.7468 0.0 0.0 0.0 -0.707
H -3.0341 -1.3454 -2.2166 -0.1 0.0 0.0 0.086
H -0.0711 -3.3249 -0.2528 0.0 0.0 0.0 0.567
H 0.4751 -1.7825 -2.0301 0.0 0.0 0.0 -0.324
H -1.1460 -1.9014 -2.7230 0.1 0.0 0.0 -0.176
H 0.9283 -4.1146 -2.4865 0.0 0.0 0.0 0.106
H 0.4132 -3.3372 -3.9717 0.0 0.0 0.0 0.397
H -0.6993 -5.5649 -3.6798 0.0 0.0 0.0 0.425
H -1.8803 -4.2607 -3.6896 0.0 0.0 0.0 0.317
H -0.7364 -5.6057 -1.2004 0.0 0.0 0.0 0.353
H -2.3614 -5.8427 -1.8344 0.0 0.0 0.0 0.456
H -2.3675 -4.2421 0.0455 0.0 0.0 0.0 -0.053
H -2.8887 -3.4588 -1.4398 0.0 0.0 0.0 0.173
H -1.2890 1.0038 3.9379 0.0 0.0 0.0 0.321
H -2.8181 2.9108 3.6970 0.0 0.0 0.0 0.351
H -2.6486 4.3738 1.6920 0.0 0.0 0.0 0.394
H -0.9447 3.9409 0.0137 0.0 0.0 0.0 0.122
H 3.3571 2.9375 -0.3947 0.0 0.0 0.0 0.769
H 4.1302 2.9875 1.7568 0.0 0.0 0.0 0.698
H 2.8285 1.8620 2.0209 0.0 0.0 0.0 -0.280
H 2.7034 3.6006 3.7463 0.0 0.0 0.0 0.586
H 1.3385 3.8015 2.6719 0.0 0.0 0.0 -0.148
H 3.8121 5.5288 2.9509 0.0 0.0 0.0 0.368
H 2.1360 6.0159 2.7906 0.0 0.0 0.0 0.349
H 4.1224 5.2759 0.6333 0.0 0.0 0.0 0.374
H 2.9471 6.5755 0.6506 0.0 0.0 0.0 0.443
H 2.1659 4.8920 -0.9501 0.0 0.0 0.0 0.388
H 1.1247 4.8091 0.4630 0.0 0.0 0.0 0.046
H 1.8515 2.5379 -2.3240 0.0 0.0 0.0 0.684
H -0.4143 0.5805 -1.9608 0.0 0.0 0.0 -0.868
H 1.1317 0.3602 -2.7286 0.0 0.0 0.0 0.665
H -0.5979 0.4616 -4.4742 0.0 0.0 0.0 0.420
H 0.3892 1.9016 -4.5926 0.0 0.0 0.0 0.400
H -2.4834 1.6364 -3.7099 0.0 0.0 0.0 0.248
H -1.7240 2.9081 -4.6443 0.0 0.0 0.0 0.437
H -1.8193 2.5586 -1.6322 0.0 0.0 0.0 -0.632
H -2.1448 3.9968 -2.5793 0.0 0.0 0.0 0.551
H 0.0500 4.3633 -1.5681 0.0 0.0 0.0 0.671
H 0.3322 3.9803 -3.2385 0.0 0.0 0.0 0.519
C 5.6651 -3.0339 -1.4642 0.0 0.0 0.0 -2.101
C 4.4337 -2.9471 -0.5426 0.1 0.0 0.0 2.356
C 4.9292 -3.0277 0.9052 0.0 0.0 0.0 -1.895
C 3.5779 -4.2034 -0.8091 0.0 0.0 0.0 -1.257
C 3.7052 -1.6400 -0.7979 -0.5 -0.1 0.2 -1.666
H 6.2292 -3.9632 -1.3110 0.0 0.0 0.0 0.397
H 6.3238 -2.1835 -1.2800 0.0 0.0 0.0 0.470
H 5.3525 -2.9930 -2.5115 0.0 0.0 0.0 0.401
H 5.4811 -3.9569 1.0930 0.0 0.0 0.0 0.418
H 4.0824 -2.9953 1.5991 0.0 0.0 0.0 0.241
H 5.5763 -2.1768 1.1253 0.0 0.0 0.0 0.442
H 4.1501 -5.1340 -0.6753 0.0 0.0 0.0 0.456
H 3.1951 -4.1844 -1.8313 0.0 0.0 0.0 0.195
H 2.7191 -4.2157 -0.1332 0.0 0.0 0.0 0.206
H 3.4397 -1.5151 -1.8540 0.1 0.1 0.0 0.374